The following is a DFT calculation (wB97M-V/def2-TZVPD) of C45H48IN5O3SiZn as an isolated structure.

Calculated values
electronic energy: -4609.7603 Ha
LUMO: -0.35 eV
Kohn-Sham gap: 6.5 eV
charge: 0
relative energy (zero: lowest compared OMol25 entry of this formula, charge and spin): 0.7 kcal/mol

Structure (XYZ):
```
104
Properties=species:S:1:pos:R:3:forces:R:3
Zn -1.146 0.230 -0.391 0.0 0.1 0.1
O -1.508 -1.911 6.307 0.0 0.0 0.0
C -1.621 -2.856 5.262 0.0 0.0 0.0
C -1.545 -2.154 3.935 0.0 0.0 0.0
C -1.597 -2.894 2.759 0.0 0.0 0.0
C -1.534 -2.230 1.551 0.0 0.0 0.0
N -1.415 -0.907 1.473 0.0 0.0 0.1
C -1.354 -0.188 2.591 0.0 0.0 0.0
C -1.427 -0.778 3.848 0.0 0.0 0.0
C -1.213 1.285 2.403 0.0 0.0 0.0
C -0.922 2.140 3.453 0.0 0.0 0.0
C -0.805 3.504 3.214 0.0 0.0 0.0
C -0.484 4.447 4.345 0.0 0.0 0.0
O -1.142 4.104 5.552 0.0 0.0 0.0
C -0.985 3.959 1.919 0.0 0.0 0.0
C -1.272 3.043 0.923 0.0 0.0 -0.1
N -1.386 1.740 1.154 0.1 0.0 0.0
H -1.594 -2.365 7.149 0.0 0.0 0.0
H -2.573 -3.396 5.319 0.0 0.0 0.0
H -0.815 -3.597 5.309 0.0 0.0 0.0
H -1.685 -3.973 2.779 0.0 0.0 0.0
H -1.569 -2.760 0.605 0.0 0.0 0.0
H -1.398 -0.191 4.752 0.0 0.0 0.0
H -0.776 1.764 4.455 0.0 0.0 0.0
H -0.705 5.476 4.043 0.0 0.0 0.0
H 0.583 4.394 4.561 0.0 0.0 0.0
H -2.091 4.206 5.427 0.0 0.0 0.0
H -0.902 5.011 1.680 0.0 0.0 0.0
H -1.433 3.352 -0.102 0.0 0.0 0.0
I 1.391 3.813 -5.098 0.0 0.0 0.0
C 0.120 2.685 -3.940 0.0 0.0 -0.1
C -0.575 1.551 -4.303 0.0 0.0 0.0
N -1.228 1.140 -3.208 0.0 0.1 0.1
N -0.991 1.926 -2.147 0.0 -0.1 -0.1
C -0.170 2.871 -2.585 0.0 0.1 0.1
H -0.635 1.023 -5.239 0.0 0.0 0.0
H -1.798 0.305 -3.004 0.1 -0.1 0.0
H 0.189 3.645 -1.925 0.0 0.0 0.0
O 0.748 0.211 -0.223 -0.1 0.0 -0.1
Si 2.251 0.693 -0.082 0.0 0.0 0.0
C 3.078 0.876 -1.762 0.0 0.1 0.0
C 4.282 1.562 -1.939 0.0 0.0 0.0
C 4.892 1.641 -3.183 0.0 0.0 0.0
C 4.304 1.030 -4.283 0.0 0.0 0.0
C 3.106 0.348 -4.131 0.0 0.0 0.0
C 2.501 0.276 -2.883 0.0 0.0 0.0
C 3.178 -0.578 0.951 0.0 0.0 0.0
C 4.505 -0.428 1.358 0.0 0.0 0.0
C 5.146 -1.408 2.103 0.0 0.0 0.0
C 4.465 -2.567 2.456 0.0 0.0 0.0
C 3.146 -2.736 2.063 0.0 0.0 0.0
C 2.512 -1.749 1.319 0.0 0.0 0.0
C 2.415 2.360 0.801 0.0 0.0 0.0
C 2.310 3.566 0.100 0.0 0.0 0.0
C 2.355 4.792 0.752 0.0 0.0 0.0
C 2.537 4.838 2.129 0.0 0.0 0.0
C 2.670 3.654 2.842 0.0 0.0 0.0
C 2.596 2.433 2.184 0.0 0.0 0.0
H 4.751 2.054 -1.092 0.0 0.0 0.0
H 5.824 2.182 -3.297 0.0 0.0 0.0
H 4.776 1.093 -5.256 0.0 0.0 0.0
H 2.640 -0.127 -4.987 0.0 0.0 0.0
H 1.559 -0.252 -2.773 0.0 0.0 0.0
H 5.052 0.472 1.094 0.0 0.0 0.0
H 6.176 -1.272 2.409 0.0 0.0 0.0
H 4.965 -3.334 3.035 0.0 0.0 0.0
H 2.612 -3.640 2.333 0.0 0.0 0.0
H 1.478 -1.877 1.014 0.0 0.0 0.0
H 2.218 3.545 -0.981 0.0 0.0 0.0
H 2.276 5.711 0.184 0.0 0.0 0.0
H 2.601 5.792 2.639 0.0 0.0 0.0
H 2.853 3.683 3.910 0.0 0.0 0.0
H 2.707 1.517 2.755 0.0 0.0 0.0
C -2.875 -5.300 -3.723 0.0 0.0 0.0
C -2.020 -4.238 -3.081 0.0 0.0 0.0
C -0.649 -4.413 -2.964 0.0 0.0 0.0
C 0.126 -3.409 -2.387 0.0 0.0 0.0
C 1.618 -3.566 -2.239 0.0 0.0 0.0
C -0.486 -2.254 -1.931 0.0 0.0 0.0
C -1.877 -2.033 -2.025 0.0 0.0 -0.1
C -2.621 -3.069 -2.623 0.0 0.0 0.0
N -2.375 -0.817 -1.558 -0.1 0.0 0.0
C -3.829 -0.581 -1.460 0.0 0.0 0.0
C -4.483 -0.438 -2.845 0.0 0.0 0.0
C -4.553 -1.625 -0.593 0.0 0.0 0.0
C -4.027 0.765 -0.757 0.0 0.0 0.0
H -2.300 -6.205 -3.917 0.0 0.0 0.0
H -3.282 -4.951 -4.675 0.0 0.0 0.0
H -3.721 -5.564 -3.086 0.0 0.0 0.0
H -0.183 -5.324 -3.322 0.0 0.0 0.0
H 1.965 -4.490 -2.701 0.0 0.0 0.0
H 1.908 -3.582 -1.186 0.0 0.0 0.0
H 2.151 -2.731 -2.699 0.0 0.0 0.0
H 0.146 -1.498 -1.473 0.0 0.0 0.0
H -3.689 -2.989 -2.746 0.0 0.0 0.0
H -4.322 -1.296 -3.491 0.0 0.0 0.0
H -4.076 0.440 -3.354 0.0 0.0 0.0
H -5.561 -0.289 -2.743 0.0 0.0 0.0
H -4.497 -2.636 -0.990 0.0 0.0 0.0
H -5.608 -1.360 -0.489 0.0 0.0 0.0
H -4.108 -1.633 0.405 0.0 0.0 0.0
H -3.488 1.561 -1.276 0.0 0.0 0.0
H -3.672 0.718 0.275 0.0 0.0 0.0
H -5.086 1.029 -0.733 0.0 0.0 0.0
```
Positions in Å, forces in eV/Å.